DFT (wB97M-V/def2-TZVPD) results for a structure of composition H4KO2.

Computed properties:
Frontier orbital gap (alpha / beta)   3.75 / 11.50 eV
Highest occupied orbital energy (alpha / beta)   -3.79 / -11.44 eV
2S+1   2

Element x y z (Å)
K -2.10 0.90 1.24
O 0.37 0.90 -1.35
H 0.05 0.29 -0.69
H 1.05 1.41 -0.91
O -0.06 -0.92 0.43
H 0.57 -1.44 -0.07
H 0.13 -1.14 1.35

natural (NBO) atomic charge list, values in e, 4 entries: number 1, K, carries 0.0380; number 2, O, carries -0.9685; number 3, H, carries 0.4695; number 4, H, carries 0.4653

DFT (wB97M-V/def2-TZVPD) results for a cluster of 3 separate species, H6O2S2 in total at a distorted geometry.

Computed properties:
Frontier orbital gap   8.89 eV
Highest occupied orbital energy   -9.03 eV
Energy relative to the best compared isomer or geometry (same formula, charge and spin)   56.9 kJ/mol
SMILES   SS.O.O
2S+1   1

Element x y z (Å)
S -0.38 0.38 1.81
S 1.37 -0.77 2.11
H 0.20 1.12 0.85
H 2.34 -0.03 1.52
H 0.57 1.16 -1.22
H -0.15 1.88 -2.31
O 0.72 1.83 -1.86
H -1.02 -2.22 -0.77
H -1.82 -1.60 0.41
O -1.82 -1.74 -0.55

natural (NBO) atomic charge list, values in e, 4 entries: number 1, S, carries -0.1279; number 2, S, carries -0.1562; number 3, H, carries 0.1366; number 4, H, carries 0.1491

DFT (wB97M-V/def2-TZVPD) results for a cluster of 2 separate species, CH3F2PS2 in total at a distorted geometry.

Computed properties:
Frontier orbital gap   8.17 eV
Highest occupied orbital energy   -9.07 eV
Energy relative to the best compared isomer or geometry (same formula, charge and spin)   186.9 kJ/mol
SMILES   FP(F)S.C=S
2S+1   1

Element x y z (Å)
C 1.54 1.69 0.24
F -1.66 -2.14 1.12
F -0.88 -2.88 -0.92
P -0.54 -1.65 0.02
S -1.85 -0.35 -0.94
S 1.62 0.47 -0.78
H 1.83 1.50 1.28
H -1.36 0.64 -0.19
H 1.29 2.72 0.17

natural (NBO) atomic charge list, values in e, 4 entries: number 1, C, carries -0.4795; number 2, F, carries -0.5963; number 3, F, carries -0.5815; number 4, P, carries 1.3693

DFT (wB97M-V/def2-TZVPD) results for an isolated molecule of C5H9NO.

Computed properties:
Frontier orbital gap   10.44 eV
Highest occupied orbital energy   -9.60 eV
Energy relative to the best compared isomer or geometry (same formula, charge and spin)   73.9 kJ/mol
SMILES   CC1(C)CNC1=O
2S+1   1

Element x y z (Å)
C 1.41 0.80 0.03
C 0.15 -0.07 0.10
C 0.26 -1.17 1.14
C -1.17 0.75 0.09
N -1.35 0.33 -1.30
C -0.29 -0.54 -1.30
O 0.10 -1.35 -2.10
H 2.26 0.19 -0.28
H 1.64 1.24 1.01
H 1.29 1.61 -0.69
H 1.30 -1.50 1.25
H -0.33 -2.05 0.86
H -0.09 -0.82 2.12
H -1.94 0.37 0.77
H -1.06 1.83 0.23
H -2.16 0.38 -1.90

natural (NBO) atomic charge list, values in e, 4 entries: number 1, C, carries -0.5981; number 2, C, carries -0.1456; number 3, C, carries -0.6063; number 4, C, carries -0.1985

DFT (wB97M-V/def2-TZVPD) results for a cluster of 6 separate species, C16H26Cl8F6O4 in total at a distorted geometry.

Computed properties:
Frontier orbital gap   11.27 eV
Highest occupied orbital energy   -10.76 eV
Energy relative to the best compared isomer or geometry (same formula, charge and spin)   0.0 kJ/mol
SMILES   CCOC(=O)C(F)(F)F.CCOC(=O)C(F)(F)F.ClCCCl.ClCCCl.ClCCCl.ClCCCl
2S+1   1

Element x y z (Å)
C -0.17 5.35 -0.09
C -0.78 3.99 0.06
O -1.29 3.47 -1.19
C -0.49 2.75 -1.88
O 0.62 2.52 -1.62
C -1.20 2.22 -3.14
F -0.47 1.25 -3.66
F -2.40 1.74 -2.86
F -1.32 3.20 -4.04
H 0.80 5.34 -0.61
H 0.16 5.64 0.92
H -0.83 6.09 -0.51
H -1.65 4.08 0.69
H -0.08 3.26 0.45
C 1.39 -6.32 -2.70
C 0.27 -6.69 -1.77
O -0.04 -5.66 -0.86
C 0.86 -5.40 0.03
O 1.78 -6.06 0.33
C 0.58 -4.10 0.79
F -0.50 -3.47 0.33
F 0.41 -4.37 2.12
F 1.63 -3.28 0.66
H 2.09 -5.60 -2.25
H 1.05 -5.88 -3.64
H 1.96 -7.19 -3.01
H 0.49 -7.60 -1.23
H -0.63 -6.84 -2.37
Cl 2.87 -0.10 0.36
C 3.44 -0.42 -1.31
C 4.57 0.53 -1.62
Cl 5.22 0.23 -3.24
H 2.59 -0.31 -1.96
H 3.80 -1.44 -1.36
H 5.37 0.42 -0.89
H 4.24 1.57 -1.56
Cl -5.34 -1.99 -1.38
C -3.68 -1.29 -1.38
C -2.94 -1.77 -2.60
Cl -1.18 -1.45 -2.42
H -3.19 -1.61 -0.47
H -3.83 -0.22 -1.40
H -3.27 -1.25 -3.49
H -3.04 -2.83 -2.77
Cl 1.33 5.95 5.26
C -0.33 5.55 5.77
C -0.91 4.45 4.97
Cl -1.29 4.94 3.31
H -0.94 6.44 5.58
H -0.29 5.31 6.82
H -1.86 4.16 5.43
H -0.27 3.58 4.96
Cl -2.16 0.54 1.03
C -0.58 -0.24 1.31
C -0.14 -0.25 2.75
Cl -0.07 1.40 3.47
H 0.14 0.37 0.76
H -0.57 -1.23 0.86
H 0.86 -0.65 2.88
H -0.78 -0.84 3.41

natural (NBO) atomic charge list, values in e, 4 entries: number 1, C, carries -0.6476; number 2, C, carries -0.0856; number 3, O, carries -0.4704; number 4, C, carries 0.7012

DFT (wB97M-V/def2-TZVPD) results for a structure of composition C42H57MnN2O2SbSi3 at a distorted geometry.

Computed properties:
Frontier orbital gap (alpha / beta)   7.48 / 8.71 eV
Charge   +1
Highest occupied orbital energy (alpha / beta)   -11.01 / -11.11 eV
Energy relative to the best compared isomer or geometry (same formula, charge and spin)   0.0 kJ/mol
2S+1   5

Element x y z (Å)
Mn -0.27 0.48 0.63
O -1.72 -0.60 0.61
C -2.43 -1.30 1.60
C -2.55 -0.39 2.84
C -1.24 -0.06 3.50
C -0.99 -0.44 4.81
C 0.18 -0.05 5.43
C 1.06 0.77 4.74
C 0.77 1.12 3.43
C 1.69 2.02 2.66
C 2.41 1.29 1.51
O 1.47 0.99 0.51
C 3.03 0.02 2.11
C 4.15 0.11 2.93
C 4.65 -1.01 3.58
C 4.03 -2.24 3.42
C 2.91 -2.34 2.61
C 2.42 -1.22 1.96
C 3.48 2.17 0.87
C 4.45 1.58 0.07
C 5.38 2.34 -0.62
C 5.36 3.73 -0.50
C 4.42 4.33 0.31
C 3.48 3.56 0.99
N -0.33 0.67 2.81
C -3.84 -1.56 1.05
C -4.39 -2.82 0.96
C -5.66 -3.00 0.40
C -6.38 -1.91 -0.06
C -5.82 -0.64 0.02
C -4.56 -0.47 0.57
C -1.70 -2.59 1.95
C -1.97 -3.29 3.13
C -1.31 -4.47 3.42
C -0.36 -4.98 2.54
C -0.10 -4.30 1.36
C -0.76 -3.12 1.07
H -3.21 -0.83 3.57
H -3.01 0.54 2.50
H -1.73 -1.03 5.33
H 0.39 -0.35 6.44
H 1.97 1.13 5.20
H 2.42 2.45 3.35
H 1.10 2.83 2.22
H 4.64 1.07 3.05
H 5.52 -0.92 4.21
H 4.41 -3.11 3.93
H 2.41 -3.30 2.48
H 1.55 -1.33 1.31
H 4.48 0.50 -0.02
H 6.12 1.86 -1.24
H 6.09 4.33 -1.02
H 4.40 5.41 0.42
H 2.75 4.06 1.62
H -3.85 -3.69 1.30
H -6.08 -3.99 0.33
H -7.36 -2.05 -0.49
H -6.37 0.22 -0.34
H -4.12 0.52 0.62
H -2.73 -2.93 3.82
H -1.53 -5.00 4.34
H 0.15 -5.90 2.77
H 0.62 -4.70 0.66
H -0.57 -2.60 0.14
C -2.43 -0.06 -4.99
Si -2.57 0.01 -3.13
C -3.78 1.39 -2.70
C -3.03 -1.67 -2.45
Sb -0.35 0.61 -1.97
Si 0.41 2.84 -3.02
C 0.18 2.71 -4.87
C 2.19 3.15 -2.55
C -0.67 4.25 -2.40
Si 1.32 -1.15 -2.88
C 3.02 -0.39 -2.83
C 0.89 -1.68 -4.62
C 1.17 -2.57 -1.68
H -3.42 -0.33 -5.38
H -1.72 -0.81 -5.34
H -2.15 0.90 -5.43
H -4.80 1.09 -2.97
H -3.53 2.29 -3.26
H -3.78 1.63 -1.64
H -4.07 -1.92 -2.68
H -2.90 -1.70 -1.37
H -2.39 -2.43 -2.90
H 0.65 1.83 -5.30
H 0.63 3.59 -5.34
H -0.88 2.70 -5.13
H 2.87 2.50 -3.10
H 2.36 2.97 -1.48
H 2.46 4.18 -2.77
H -1.72 3.97 -2.31
H -0.62 5.07 -3.13
H -0.32 4.66 -1.45
H 3.19 0.27 -3.68
H 3.78 -1.17 -2.86
H 3.15 0.19 -1.92
H 0.76 -0.83 -5.29
H -0.01 -2.29 -4.65
H 1.71 -2.29 -5.01
H 1.42 -2.23 -0.67
H 1.85 -3.38 -1.94
H 0.15 -2.98 -1.66
N -1.48 2.63 0.73
H -0.91 3.43 0.46
H -1.78 2.79 1.69
H -2.30 2.64 0.14

Löwdin atomic charge list, values in e, 4 entries: number 1, Mn, carries 0.7122; number 2, O, carries -0.3488; number 3, C, carries -0.4459; number 4, C, carries -0.0458

Calculated total energy in order - -20483.4364; -25862.1962; -37480.4085; -8868.4464; -141689.5640; -113046.0431 eV